(1)
{"formula": "C2Na9O6", "method": "wB97M-V/def2-TZVPD", "orbital_gap_ev": 2.12, "total_charge": 5, "homo_energy_ev": -20.6, "elements": ["Na", "Na", "Na", "Na", "Na", "Na", "Na", "Na", "Na", "O", "O", "O", "O", "O", "O", "C", "C"], "positions_angstrom": [[0.66929, -2.15198, -0.92557], [-1.20531, 4.40738, 0.47460], [0.81216, 3.70174, -1.77709], [1.59851, 0.62982, -3.66177], [-1.98177, -2.14583, 0.35345], [-1.74957, 1.40924, -2.46099], [1.89476, 3.18355, 0.79797], [-2.29536, 1.80612, 1.55119], [3.07942, -0.10774, -0.94521], [0.79948, 0.22423, -1.23776], [-0.29232, 1.90252, -0.48254], [0.35220, -4.45420, 1.96211], [-0.42361, 0.13882, 0.57083], [-1.46192, -3.41066, 2.20283], [0.33663, -2.41840, 1.86586], [-0.28376, -3.44148, 2.00978], [0.15125, 0.72680, -0.29774]], "atomic_forces_ev_per_a": [[0.3, -0.4, 0.3], [-0.4, 1.1, 0.1], [0.1, 0.4, -0.9], [0.1, 0.1, -0.7], [-0.9, -0.1, 0.7], [-0.4, 0.2, -0.2], [0.7, 0.1, 1.0], [0.0, -0.7, 0.5], [0.9, 0.1, 0.5], [3.8, -2.9, -2.9], [-0.3, 5.5, -1.1], [2.2, -3.6, -0.3], [-1.4, -4.6, 4.0], [-4.5, -0.2, 0.2], [2.8, 4.0, -1.6], [-0.2, -0.6, 1.4], [-2.9, 1.6, -1.0]], "lowdin_charge": [0.73, 0.70, 0.60, 0.75, 0.76, 0.72, 0.67, 0.76, 0.76, -0.17, -0.21, 0.45, 0.03, 0.28, 0.26, -1.03, -1.08]}



(2)
{"formula": "C2O2S", "method": "wB97M-V/def2-TZVPD", "orbital_gap_ev": [7.38, 7.38], "total_charge": 0, "homo_energy_ev": [-9.9, -9.9], "elements": ["S", "O", "O", "C", "C"], "positions_angstrom": [[1.10512, -0.03394, -0.49950], [1.73856, 0.62281, 0.59359], [-0.45775, -1.34073, 0.18002], [-1.57518, 0.88767, -0.16995], [-0.81076, -0.13582, -0.10415]], "atomic_forces_ev_per_a": [[-3.4, -0.7, 0.7], [0.8, 0.1, 0.3], [1.6, 0.8, -0.5], [-0.6, 1.8, -0.5], [1.7, -1.9, 0.0]], "lowdin_charge": [1.15, -0.44, -0.12, 0.16, -0.76]}



(3)
{"formula": "C2O2S", "method": "wB97M-V/def2-TZVPD", "orbital_gap_ev": 11.20, "total_charge": 0, "homo_energy_ev": -10.6, "elements": ["S", "O", "O", "C", "C"], "positions_angstrom": [[1.86790, 0.56777, 0.45731], [0.67849, -1.44940, -0.77047], [-1.50438, 0.62330, 0.40598], [1.20073, -0.55767, -0.29415], [-0.73916, 1.08158, -0.27188]], "atomic_forces_ev_per_a": [[2.0, 2.1, 1.4], [-0.9, -1.3, -1.1], [-0.5, -0.3, 0.6], [0.1, -1.3, -0.1], [-0.7, 0.8, -0.8]], "lowdin_charge": [0.85, 0.13, 0.07, -0.98, -0.08]}



What did we get for ΔE to the lowest compared entry with this formula, charge and spin? Answer: 3.982, 7.352, 0.456 eV, in the order shown.
What did we get for F_max? Answer: 6.23, 3.58, 3.22 eV Å⁻¹, in the order shown.